#P
The following is a DFT calculation (ωB97M-V/def2-TZVPD) of one molecule with the formula C8H9NO.

Computed properties:
LUMO level: 0.600 eV
structure (SMILES): C[C@H]1CC(=O)c2cccn21
HOMO: -8.70 eV
gap between HOMO and LUMO: 9.3 eV

XYZ file:
```
19
Properties=species:S:1:pos:R:3:nbo_charge:R:1
H 0.95 2.10 -0.23 0.21
H -0.64 -2.10 0.89 0.23
H -0.71 -2.64 -0.81 0.24
H 2.25 -1.77 0.05 0.22
C -2.32 1.60 -0.05 -0.21
C -0.71 -1.73 -0.10 -0.50
H 1.43 -0.87 1.26 0.20
N -0.36 0.55 -0.10 -0.31
O -3.20 -1.47 -0.14 -0.53
C -0.05 1.83 -0.11 -0.02
H -1.48 3.66 0.18 0.23
C 1.71 -0.88 0.26 -0.60
C 0.27 -0.63 -0.45 -0.02
H 0.33 -0.75 -1.59 0.19
H -3.40 1.85 0.17 0.24
C -1.74 0.37 -0.08 -0.04
C -1.25 2.55 0.07 -0.30
H 2.29 0.01 0.17 0.21
C -2.07 -1.03 -0.16 0.55
```



#Q
The following is a DFT calculation (ωB97M-V/def2-TZVPD) of one molecule with the formula C8H9NO.

Computed properties:
LUMO level (spin up / spin down): -1.406 / -1.031 eV
HOMO (spin up / spin down): -6.32 / -6.51 eV
gap between HOMO and LUMO (spin up / spin down): 4.9 / 5.5 eV

XYZ file:
```
19
Properties=species:S:1:pos:R:3:nbo_charge:R:1
C -2.11 -0.82 0.58 -0.31
C -1.73 1.39 -0.20 -0.29
H -2.71 -1.64 1.02 0.21
C -0.35 1.15 -0.37 0.16
H -2.07 2.43 -0.35 0.21
H 1.48 -1.69 -0.41 0.23
H -0.55 -2.27 0.40 0.21
C -0.72 -1.17 0.28 -0.22
H 3.22 0.91 -0.24 0.23
O 2.94 -0.50 1.14 -0.60
C 1.51 -0.58 -0.72 -0.55
H -3.71 0.80 0.22 0.22
C 2.50 0.10 0.04 0.51
H 0.39 2.93 -0.87 0.34
N 0.61 2.06 -0.50 -0.84
C -2.57 0.44 0.31 -0.19
C 0.09 -0.18 -0.24 -0.09
H 1.51 -0.48 -1.76 0.26
H 2.30 -1.04 1.55 0.50
```



#R
The following is a DFT calculation (ωB97M-V/def2-TZVPD) of a 2-piece molecular cluster, C8H9NO overall.

Computed properties:
LUMO level (spin up / spin down): 0.175 / 0.176 eV
structure (SMILES): C#C/C(=C\C=C)OC.C#N
HOMO (spin up / spin down): -8.02 / -8.02 eV
gap between HOMO and LUMO (spin up / spin down): 8.2 / 8.2 eV

XYZ file:
```
19
Properties=species:S:1:pos:R:3:nbo_charge:R:1
C 1.08 2.22 -0.24 -0.15
C -1.60 1.06 -1.96 -0.27
H 0.18 -2.09 -1.09 0.23
H 1.65 -2.75 0.80 0.20
C 0.53 1.11 -0.29 -0.08
H -2.37 -1.40 1.46 0.23
O -0.98 -0.17 -1.62 -0.50
C -2.19 -0.49 1.98 0.07
H -2.65 0.66 -2.28 0.21
C 0.49 -1.37 -0.38 -0.29
C 0.08 -0.14 -0.78 0.25
H -1.61 1.72 -1.04 0.20
H 2.22 0.22 1.30 0.20
H 1.46 3.15 -0.12 0.22
H -1.00 1.59 -2.79 0.19
C 2.26 -0.86 1.48 -0.39
C 1.53 -1.63 0.64 -0.22
H 2.92 -1.24 2.20 0.20
N -2.00 0.40 2.72 -0.31
```



Which of them is the most stable? Correct choice: #P.



#P
The following is a DFT calculation (ωB97M-V/def2-TZVPD) of an isolated ion of composition CH6N3O and charge +1.

Computed properties:
LUMO level (spin up / spin down): -6.365 / -6.365 eV
structure (SMILES): CN(N)[NH+]=O
HOMO (spin up / spin down): -14.95 / -14.94 eV
total charge: +1
gap between HOMO and LUMO (spin up / spin down): 8.6 / 8.6 eV

XYZ file:
```
11
Properties=species:S:1:pos:R:3:nbo_charge:R:1
O -1.94 -1.28 -1.16 -0.45
H 1.78 0.47 -0.71 0.28
N -0.10 -0.02 0.03 0.22
H -1.01 1.41 1.14 0.45
C 1.27 0.36 0.25 -0.47
H 0.29 -1.62 -1.23 0.47
H -2.01 0.19 0.22 0.49
H 1.81 -0.41 0.82 0.28
N -0.32 -1.02 -0.68 -0.04
H 1.35 1.31 0.79 0.27
N -1.11 0.60 0.53 -0.48
```



#Q
The following is a DFT calculation (ωB97M-V/def2-TZVPD) of a 2-piece molecular cluster, CH6N3O overall.

Computed properties:
LUMO level (spin up / spin down): -5.814 / -9.308 eV
HOMO (spin up / spin down): -15.59 / -15.36 eV
total charge: +1
gap between HOMO and LUMO (spin up / spin down): 9.8 / 6.0 eV

XYZ file:
```
11
Properties=species:S:1:pos:R:3:nbo_charge:R:1
N 0.05 1.70 -0.21 -0.75
C -0.41 0.46 0.05 0.75
N 2.06 -2.18 -0.35 -0.40
H 2.76 -2.56 0.29 0.35
H -2.63 0.78 0.12 0.45
O 0.27 -0.51 0.33 -0.25
H -1.84 -0.60 0.59 0.41
H 1.09 1.81 -0.20 0.44
H -0.58 2.48 -0.33 0.44
N -1.77 0.38 0.30 -0.79
H 2.12 -2.38 -1.37 0.35
```



#R
The following is a DFT calculation (ωB97M-V/def2-TZVPD) of CH6N3O as an isolated structure.

Computed properties:
LUMO level: -5.083 eV
HOMO: -15.79 eV
total charge: +1
gap between HOMO and LUMO: 10.7 eV

XYZ file:
```
11
Properties=species:S:1:pos:R:3:nbo_charge:R:1
H 0.96 1.35 -0.40 0.21
O 0.29 -1.38 -0.49 -0.28
H 0.53 1.44 1.35 0.28
H -0.63 -0.17 -1.75 0.43
N -0.89 0.51 0.12 -0.40
H -1.64 -1.14 -0.81 0.45
N -0.78 -0.56 -0.80 -0.11
H 2.03 -0.61 0.59 0.40
C 0.49 0.82 0.45 -0.15
N 1.04 -0.46 0.78 -0.23
H -1.39 0.21 0.96 0.40
```



Which of them is the most stable? Correct choice: #Q.



#P
The following is a DFT calculation (ωB97M-V/def2-TZVPD) of one molecule with the formula C9H15NO3.

Computed properties:
LUMO level: 0.556 eV
structure (SMILES): CC(=O)O[C@@H]1C[C@@H]2N[C@H]1CC[C@@H]2O
HOMO: -8.39 eV
gap between HOMO and LUMO: 8.9 eV

XYZ file:
```
28
Properties=species:S:1:pos:R:3:nbo_charge:R:1
C 1.58 0.01 0.09 -0.10
C 0.36 -0.92 -0.37 -0.49
H -3.78 -0.78 2.80 0.24
O -1.59 -0.39 1.18 -0.50
C -2.40 -1.54 1.13 0.78
H 3.52 0.70 -0.39 0.12
H 0.44 -1.83 0.36 0.23
H -0.18 2.69 -1.71 0.22
O -2.18 -2.48 0.27 -0.59
O 2.60 -0.30 -1.88 -0.70
H -0.15 0.99 -2.09 0.21
C 2.50 0.56 -0.97 0.13
C -1.05 -0.18 -0.01 0.07
H 2.15 2.18 -2.59 0.22
H -1.82 -0.37 -0.78 0.20
N 0.82 1.02 0.78 -0.66
C 0.15 1.71 -1.37 -0.42
C 1.77 1.95 -1.49 -0.42
H 0.87 0.83 1.83 0.38
H 0.45 -1.69 -1.28 0.25
H 2.20 -0.72 0.65 0.20
H -0.79 2.15 0.47 0.23
C -0.42 1.22 0.03 -0.07
H -4.12 -2.46 2.23 0.24
H -2.86 -2.41 3.28 0.23
H 3.09 -1.03 -1.66 0.47
H 2.26 2.83 -0.83 0.22
C -3.44 -1.73 2.32 -0.69
```



#Q
The following is a DFT calculation (ωB97M-V/def2-TZVPD) of one molecule with the formula C9H15NO3.

Computed properties:
LUMO level: 0.468 eV
structure (SMILES): O=C1C[C@@H](CCO)[C@H](C[C@H]2CO2)N1
HOMO: -9.60 eV
gap between HOMO and LUMO: 10.1 eV

XYZ file:
```
28
Properties=species:S:1:pos:R:3:nbo_charge:R:1
N 0.80 2.31 -0.76 -0.68
O -3.21 -2.11 -1.09 -0.72
H -0.34 -0.04 1.32 0.26
H -1.46 2.17 1.99 0.25
C 3.10 -2.11 0.56 -0.19
O 1.77 -1.57 1.36 -0.58
H 2.12 -0.11 -2.06 0.23
C 1.82 0.08 -0.94 -0.44
H 1.80 2.45 -1.09 0.39
C -2.54 -1.52 0.11 -0.08
H -2.52 0.41 -1.14 0.21
H -2.97 0.64 0.71 0.22
C -0.68 0.51 0.35 -0.25
H 2.67 0.56 -0.29 0.24
C 0.59 2.62 0.73 0.69
H -2.69 -1.69 -1.86 0.46
H 3.07 -3.11 1.17 0.24
H -1.54 -2.06 0.40 0.17
C -2.25 0.08 -0.05 -0.43
H 0.93 -2.37 -0.79 0.22
H -3.30 -1.65 1.02 0.19
C 1.65 -1.53 -0.20 0.06
H -0.13 0.71 -1.91 0.21
H 3.99 -1.36 0.75 0.21
H -1.51 2.63 0.03 0.24
C -0.96 2.06 0.92 -0.50
O 1.43 3.15 1.62 -0.58
C 0.37 0.83 -0.86 -0.06
```



Which of them is the most stable? Correct choice: #P.



#P
The following is a DFT calculation (ωB97M-V/def2-TZVPD) of one molecule with the formula CHCl2NS.

Computed properties:
LUMO level: -1.098 eV
HOMO: -9.10 eV
gap between HOMO and LUMO: 8.0 eV

XYZ file:
```
6
Properties=species:S:1:pos:R:3:nbo_charge:R:1
Cl 3.98 -1.54 1.02 0.11
S 1.54 -1.34 -0.66 0.60
C 3.30 -1.33 -0.42 -0.37
Cl -1.18 -0.70 0.73 0.12
N 0.53 -1.25 0.55 -0.83
H 0.98 -0.56 1.05 0.37
```



#Q
The following is a DFT calculation (ωB97M-V/def2-TZVPD) of a 2-piece molecular cluster, CHCl2NS overall.

Computed properties:
LUMO level: -0.858 eV
HOMO: -7.72 eV
gap between HOMO and LUMO: 6.9 eV

XYZ file:
```
6
Properties=species:S:1:pos:R:3:nbo_charge:R:1
S 1.09 0.75 -2.35 -0.49
N -1.00 -0.11 0.77 -0.39
H -0.51 0.81 -0.21 0.33
Cl 0.24 1.86 -0.85 0.02
Cl 0.61 -2.30 1.47 0.21
C -0.42 -1.02 1.18 0.32
```



Which of them is the most stable? Correct choice: #Q.



#P
The following is a DFT calculation (ωB97M-V/def2-TZVPD) of C11H30GaO2P2 as an isolated structure.

Computed properties:
LUMO level: -3.229 eV
HOMO: -11.62 eV
total charge: +1
gap between HOMO and LUMO: 8.4 eV

XYZ file:
```
46
Properties=species:S:1:pos:R:3:nbo_charge:R:1
Ga 0.10 0.06 -1.22 0.60
P -0.13 2.41 -1.31 0.99
C 0.52 -1.38 3.20 -0.62
H -1.11 -2.25 -3.50 0.25
H 1.27 4.34 -1.17 0.25
H -1.54 -4.30 -0.90 0.26
C 0.96 1.14 3.31 -0.62
H 2.22 -2.92 -1.24 0.26
H 1.99 1.05 2.97 0.21
H 2.24 2.88 -1.47 0.26
H -2.48 -2.77 -0.92 0.25
C 0.15 0.03 2.72 0.26
H -0.45 3.84 -3.20 0.25
C -0.41 2.76 -3.06 -0.95
O 2.91 -0.02 0.50 -0.45
H -2.01 -0.55 2.63 0.20
P -0.15 -2.39 -1.29 0.97
C -1.44 3.28 -0.43 -0.95
H 1.19 -4.35 -1.05 0.25
H 0.49 -1.50 4.26 0.22
C 1.40 3.29 -0.90 -0.95
H 0.94 1.24 4.37 0.22
H 0.72 0.02 -2.70 -0.22
H -1.28 3.20 0.67 0.27
H 0.66 -2.35 -3.57 0.26
H -1.23 0.36 -0.45 0.06
H 1.45 -3.25 0.33 0.27
H -1.43 4.34 -0.73 0.26
H -1.35 2.30 -3.38 0.25
H 0.59 2.06 2.85 0.20
O 0.38 0.14 1.26 -0.94
C -0.23 -2.73 -3.07 -0.94
H 1.53 -1.62 2.84 0.21
C 1.32 -3.31 -0.76 -0.95
C -1.56 -3.26 -0.58 -0.96
C 1.89 -0.01 -0.07 0.59
C -1.35 0.24 3.02 -0.62
H -1.51 -3.19 0.52 0.27
H -0.30 -3.81 -3.22 0.25
H -0.16 -2.11 2.75 0.19
H -1.50 0.25 4.13 0.22
H 0.41 2.33 -3.65 0.26
H -1.21 -0.71 -0.63 0.16
H -2.41 2.82 -0.66 0.25
H 1.63 3.21 0.17 0.27
H -1.72 1.21 2.64 0.20
```



#Q
The following is a DFT calculation (ωB97M-V/def2-TZVPD) of C11H30GaO2P2 as an isolated structure.

Computed properties:
LUMO level: -3.205 eV
HOMO: -10.49 eV
total charge: +1
gap between HOMO and LUMO: 7.3 eV

XYZ file:
```
46
Properties=species:S:1:pos:R:3:lowdin_charge:R:1
H 1.29 4.37 -1.17 0.06
H -0.16 -2.17 2.63 0.09
H -0.76 0.41 0.23 0.01
H -1.11 -2.23 -3.52 0.05
H 0.67 -2.34 -3.62 0.05
H 0.58 2.10 2.66 0.09
C -0.40 2.74 -3.07 -0.25
O 0.00 0.00 1.10 -0.32
H -1.43 4.34 -0.75 0.06
H 2.26 -2.94 -1.23 0.06
C -1.43 3.28 -0.44 -0.24
H 1.45 -3.26 0.33 0.04
H -1.53 -4.30 -0.91 0.06
H 0.41 2.32 -3.67 0.05
C 0.49 -1.37 3.02 -0.02
H -0.45 3.83 -3.22 0.06
C 0.92 1.12 3.04 -0.02
H 0.74 0.02 -2.38 0.01
H -1.35 2.27 -3.38 0.05
H -1.80 1.23 2.64 0.09
H 1.97 0.96 2.71 0.08
Ga 0.00 0.00 -0.90 -0.12
C -1.53 -3.24 -0.60 -0.23
O 2.76 0.00 0.50 0.20
H 2.26 2.88 -1.47 0.06
H -1.27 3.21 0.65 0.04
H 0.91 1.15 4.15 0.11
C 0.00 0.00 2.52 -0.64
P -0.10 2.32 -1.30 0.78
C 1.71 0.00 -0.01 -0.04
H -1.48 0.25 4.12 0.11
C 1.34 -3.34 -0.77 -0.23
H -2.11 -0.55 2.63 0.10
C -1.43 0.25 3.01 -0.02
H -0.75 -0.48 0.23 0.02
H -2.40 2.82 -0.67 0.05
C 1.41 3.30 -0.91 -0.23
H 1.53 -1.56 2.66 0.09
H -1.48 -3.18 0.50 0.04
C -0.22 -2.73 -3.10 -0.25
H 1.63 3.21 0.17 0.05
H 1.22 -4.40 -1.05 0.06
P -0.10 -2.31 -1.31 0.78
H 0.49 -1.41 4.13 0.11
H -2.46 -2.75 -0.94 0.05
H -0.30 -3.82 -3.26 0.06
```



Which of them is the most stable? Correct choice: #P.



#P
The following is a DFT calculation (ωB97M-V/def2-TZVPD) of one molecule with the formula C3H9NOS2.

Computed properties:
LUMO level: 0.465 eV
structure (SMILES): N[C@@H](CO)CSS
HOMO: -9.18 eV
gap between HOMO and LUMO: 9.6 eV

XYZ file:
```
16
Properties=species:S:1:pos:R:3:nbo_charge:R:1
C 0.04 -0.84 0.61 -0.54
H -1.17 1.24 -1.62 0.35
O 2.20 1.52 -1.10 -0.71
H -1.86 0.20 -0.65 0.36
H 1.79 0.84 0.79 0.18
C 0.16 0.23 -0.47 -0.10
N -1.14 0.91 -0.66 -0.84
H -2.41 -2.38 2.17 0.13
C 1.25 1.28 -0.06 -0.06
H -0.39 -0.39 1.50 0.23
S -1.48 -3.23 1.73 -0.12
H 1.02 -1.28 0.81 0.23
H 1.74 2.02 -1.80 0.46
S -1.05 -2.16 0.00 0.08
H 0.55 -0.18 -1.41 0.19
H 0.75 2.21 0.18 0.18
```



#Q
The following is a DFT calculation (ωB97M-V/def2-TZVPD) of one molecule with the formula C3H9NOS2.

Computed properties:
LUMO level: 0.482 eV
structure (SMILES): N[C@H](CO)CSS
HOMO: -8.97 eV
gap between HOMO and LUMO: 9.4 eV

XYZ file:
```
16
Properties=species:S:1:pos:R:3:nbo_charge:R:1
H 2.49 -1.37 0.32 0.17
C 0.68 0.27 -0.30 -0.53
N -0.93 -1.54 0.31 -0.82
H 0.90 0.58 0.73 0.23
C 0.37 -1.24 -0.26 -0.10
H 1.36 -2.02 1.51 0.16
H -1.11 -2.49 0.02 0.35
H 0.42 -1.63 -1.27 0.19
S -1.03 2.57 0.78 -0.14
C 1.57 -1.95 0.43 -0.07
H 1.07 -3.51 -0.61 0.46
O 1.85 -3.22 -0.14 -0.71
H -0.96 -1.50 1.32 0.36
H -0.13 3.50 0.40 0.12
H 1.49 0.61 -0.94 0.23
S -0.78 1.28 -0.85 0.09
```



Which of them is the most stable? Correct choice: #P.